No. 1
Here is a molecular structure, C8H33N15O10 in a non-equilibrium geometry from the OMol25 dataset. Energies are from wB97M-V/def2-TZVPD.

Geometry as XYZ:
```
66
Properties=species:S:1:pos:R:3:forces:R:3:lowdin_charge:R:1
H -3.168647 2.040046 -0.319815 0.869 0.126 0.350 0.13
C -0.325737 1.790671 -2.943502 -1.314 2.685 -0.924 -0.78
H 0.315670 0.559743 1.314509 0.729 0.127 1.747 0.12
O -1.402684 0.025152 0.413420 4.247 0.022 -1.152 -0.07
C -0.554074 -2.694521 -3.069284 -0.252 1.885 -1.845 -0.71
H 2.374829 0.777002 0.712134 0.336 0.021 3.596 0.01
O 0.775748 0.024099 0.664114 -4.540 -1.196 -0.645 0.06
H -1.869616 -1.810316 0.741540 0.004 0.362 0.178 0.14
C -0.312221 -0.233356 -0.092593 0.302 0.116 4.810 -0.62
H -2.314856 0.929300 0.842480 -0.488 1.442 -0.529 0.01
N -1.514320 0.838537 2.829828 -2.250 -0.659 -2.156 0.18
H -1.567587 -0.917115 -3.337863 -0.240 -0.942 -0.524 0.11
H 1.531633 1.310420 -3.704727 -0.555 0.783 -0.034 0.16
H 1.145270 1.792529 0.268524 0.716 1.262 -0.554 0.13
O -0.071507 -0.836273 -1.144757 4.158 3.625 8.594 -0.06
H 0.584823 0.143315 -2.967418 0.418 -0.008 -0.511 0.11
N 0.749573 1.132096 -3.090973 3.400 -3.785 -2.141 0.20
O -0.779134 -3.173267 -4.147048 -0.532 -1.533 -1.515 0.05
O 4.302483 -0.334969 1.479640 -0.381 2.105 2.103 0.02
N 1.273699 -2.586750 -0.273707 -2.542 -1.737 5.951 0.10
H -2.299183 1.339467 2.438478 -0.084 -0.732 0.109 0.09
C -0.780985 1.518201 3.668549 1.416 -1.969 1.381 -0.77
O 3.065067 -3.895360 -0.317475 -0.350 0.679 -0.495 0.01
H -2.204541 2.919424 3.785016 0.379 0.506 0.572 0.12
H -3.354668 -2.024280 0.309144 -0.886 -0.092 -0.379 0.14
N 2.416935 0.870533 1.716913 0.648 -0.801 1.367 0.09
H -6.100345 0.502838 0.028894 0.002 0.508 -0.004 0.12
N -3.128364 1.348389 0.415068 1.081 5.357 -0.784 0.16
O 0.249599 1.040530 4.085928 2.295 -0.088 0.510 0.04
H 2.734432 2.629932 0.335856 -0.640 0.123 0.204 0.17
H 2.462834 -0.124721 -2.209044 -0.438 -0.659 0.357 0.16
N 3.588312 0.639748 3.420277 3.075 -0.123 4.635 0.17
N -1.297147 2.626873 4.118407 -0.727 2.508 0.608 0.19
C 2.683042 1.188310 -0.846198 3.444 -1.304 -4.729 -0.78
H 0.779952 -1.743812 -0.530144 2.040 -0.955 1.798 0.02
C 2.556597 -2.751705 -0.280912 1.709 -5.686 0.419 -0.74
N -1.247508 1.153540 -2.231523 -1.906 -0.384 1.024 0.18
O 3.873328 1.359918 -1.046400 1.301 0.092 -0.788 0.09
H 0.760682 -3.971930 -2.340316 0.367 0.177 0.543 0.14
H 2.533902 -0.855743 0.010463 1.426 -1.093 -0.103 0.06
N 2.082453 1.970017 -0.063570 -4.092 7.920 -1.113 0.15
H -1.915038 1.846401 -1.924203 -0.082 -0.743 0.396 0.11
H 2.905065 1.220445 3.885111 0.357 -0.728 0.396 0.10
H -1.252365 -0.065755 2.464150 -0.150 0.494 0.708 0.12
N 2.014354 0.165070 -1.351728 1.176 0.731 -0.467 0.12
C -4.228789 0.785538 0.646786 -3.345 -4.484 0.095 -0.75
H -2.454314 -0.845979 -0.484310 -0.468 -0.138 -0.067 0.10
H -0.849587 0.359582 -1.750492 -1.793 1.917 -0.601 0.03
N -5.289551 1.090658 -0.102126 -1.191 1.261 -0.635 0.18
O -4.263269 -0.259939 1.307381 -0.037 -0.838 1.421 -0.01
H -0.680762 3.118982 4.749273 -0.683 0.388 -0.064 0.13
C 3.544786 0.406274 2.156240 1.727 -3.590 -2.318 -0.70
H -0.831779 -1.078078 -1.796954 -4.042 -2.138 -3.861 -0.23
H -5.346133 2.041094 -0.439119 -0.652 -0.295 -0.159 0.11
H 4.009780 -1.535688 -0.626966 0.240 0.420 0.869 0.15
H -2.050889 -2.455033 -0.701183 -0.463 -0.471 -0.962 0.14
H 2.098668 1.626226 2.306610 -0.768 0.204 -1.002 0.13
H 1.053121 0.030828 -1.072242 3.219 0.819 -2.525 0.03
N 0.385348 -3.043019 -2.212498 -1.134 -2.015 -1.969 0.18
N -1.081179 -1.506118 -2.677113 -5.764 -1.176 -6.202 0.12
O -0.513153 2.902284 -3.327886 -0.577 3.301 -1.054 0.07
N 3.131775 -1.655311 -0.142289 4.046 3.644 -0.331 0.19
H 0.815437 -3.429368 0.042646 -0.355 0.195 -0.165 0.15
H 0.422057 -2.509267 -1.355840 -0.063 -2.515 -2.809 -0.02
H 4.285929 0.044725 3.843817 -0.172 0.668 0.993 0.13
N -2.457258 -1.771065 -0.078974 -1.168 -3.597 0.379 0.32
```
Positions in Å, forces in eV/Å.

Calculated values
Charge: 0
Maximum force: 10.21 eV/A
Energy above the lowest of the compared OMol25 structures with the same formula, charge and spin: 2242.2 kJ/mol


No. 2
Here is 2 unconnected molecules or ions with the total composition C3H6O2 in a non-equilibrium geometry from the OMol25 dataset. Energies are from wB97M-V/def2-TZVPD.

Geometry as XYZ:
```
11
Properties=species:S:1:pos:R:3:forces:R:3:lowdin_charge:R:1
O 0.351296 -1.120814 -1.110838 2.128 1.869 0.744 0.06
O -1.334055 -1.383183 0.335835 1.139 1.342 -0.179 -0.16
C 0.380451 1.249682 -0.828085 0.843 0.064 0.035 -0.02
H -2.100404 -1.939167 0.557270 0.235 0.451 1.730 0.03
H 0.817324 1.955702 -0.121239 -0.051 0.137 -0.063 0.07
C 0.509492 -0.166882 -0.327644 -2.231 -1.366 -2.971 -0.49
H 0.685698 -1.359954 1.433603 -0.160 0.138 0.038 0.10
C 0.226931 -0.448206 1.062157 -0.827 -2.369 0.439 0.13
H 0.255927 0.386132 1.760355 -1.011 -0.146 0.046 0.10
H -0.674866 1.489927 -0.970368 -0.021 -0.158 0.138 0.10
H 0.882206 1.336763 -1.791047 -0.043 0.040 0.043 0.08
```
Positions in Å, forces in eV/Å.

Calculated values
Charge: 0
Maximum force: 3.96 eV/A
Energy above the lowest of the compared OMol25 structures with the same formula, charge and spin: 452.5 kJ/mol


No. 3
Here is 9 unconnected molecules or ions with the total composition C11H38ClO12 from the OMol25 dataset. Energies are from wB97M-V/def2-TZVPD.

Geometry as XYZ:
```
62
Properties=species:S:1:pos:R:3:forces:R:3:lowdin_charge:R:1
O -26.360892 9.472672 18.034499 0.169 -0.051 0.035 -0.08
H -25.576190 7.732898 17.181323 0.134 -0.002 0.186 0.11
H -27.652505 11.491637 14.172518 0.112 0.042 0.209 0.06
H -23.787735 10.411014 10.619291 -0.174 -0.009 -0.106 0.07
H -33.156743 9.706940 9.133109 -0.028 -0.013 0.064 0.07
H -29.412918 5.713946 13.235724 0.081 0.215 0.332 0.06
H -28.015568 5.434961 14.400676 -0.621 -0.231 0.202 0.07
H -29.460493 7.355005 8.759004 -0.222 0.260 0.004 0.07
H -27.683677 6.963920 12.594062 0.124 -0.117 -0.002 0.04
H -28.420872 4.289898 13.069360 0.231 0.000 0.145 0.07
H -29.356641 6.486750 10.255279 -0.049 0.159 0.230 0.07
H -34.435275 9.642737 10.340626 0.042 0.048 0.228 0.07
O -30.527108 8.046906 13.330563 -0.506 -0.493 0.137 -0.35
O -27.455496 6.022966 12.544458 -0.559 0.034 -0.073 -0.14
H -24.115320 12.127991 10.336625 -0.107 0.008 -0.017 0.07
O -30.101751 9.983630 14.647760 0.170 -0.495 -0.634 -0.32
H -29.106314 12.294381 12.547954 0.042 -0.193 0.196 0.05
O -32.288141 6.428988 15.093985 0.031 -0.170 -0.079 -0.13
H -32.606816 7.313839 16.764841 -0.066 0.142 0.077 0.04
C -31.889489 5.072485 15.194172 0.704 0.213 -0.291 -0.15
H -33.253665 12.117128 9.002768 -0.127 0.118 -0.098 0.10
H -23.681591 11.526142 11.940643 -0.207 0.131 0.069 0.07
H -28.391208 8.748051 16.943844 -0.307 -0.320 0.021 0.06
H -30.825993 8.497747 18.592573 -0.022 -0.265 0.102 0.08
H -28.737489 8.145351 10.161678 -0.095 0.068 0.057 0.08
H -30.736611 8.465144 11.004877 -0.208 -0.088 -0.209 0.02
C -24.257916 11.304720 11.038416 0.545 -0.191 0.093 -0.10
H -30.907853 4.974988 15.677520 -0.200 0.038 0.333 0.08
C -28.398697 5.336459 13.381154 0.694 0.206 -0.562 -0.15
O -34.538790 12.396478 10.617789 -0.226 0.182 -0.297 -0.09
C -29.550463 7.486856 9.842372 0.470 -0.598 -0.228 -0.17
H -32.827292 10.349702 10.724781 -0.091 -0.021 0.150 0.06
H -34.923952 11.554159 8.808668 -0.019 -0.072 -0.009 0.10
C -27.624895 8.046586 16.616696 0.238 0.534 -0.352 -0.08
H -26.228452 10.758061 10.430834 -0.127 0.188 0.023 0.11
H -26.737420 9.818923 12.461945 -0.018 0.071 0.068 0.03
C -26.496632 8.107894 17.638501 -0.440 -0.135 -0.431 -0.31
O -28.379904 12.874388 12.801953 0.206 0.238 -0.272 -0.14
H -28.019625 7.049593 16.423914 -0.077 -0.056 0.426 0.07
H -27.076868 13.187587 14.331616 0.097 -0.085 -0.048 0.08
H -25.782610 9.498897 18.801793 0.030 0.069 -0.055 0.07
H -30.822858 8.949782 16.926780 -0.311 -0.147 -0.317 0.06
H -31.729660 4.623955 14.207000 -0.457 -0.065 -0.006 0.08
H -31.668727 6.884896 14.504271 -0.062 0.247 0.037 0.05
H -26.166882 11.993429 11.731284 -0.138 -0.051 -0.154 0.10
O -25.807918 10.041809 12.320471 0.106 -0.076 0.001 -0.09
O -30.327357 10.151158 12.296927 -0.435 0.157 -0.150 -0.34
C -34.087929 11.615980 9.503773 0.482 -0.184 0.678 -0.32
H -32.650551 4.545902 15.760595 0.015 -0.136 -0.031 0.08
C -25.717223 11.071094 11.349304 0.085 -0.062 0.056 -0.33
H -28.727936 12.772122 14.822756 0.163 -0.195 0.233 0.08
O -28.460707 9.095048 13.170636 0.819 -0.253 0.296 -0.36
Cl -29.866517 9.322436 13.385271 0.085 0.902 0.395 0.67
O -32.456889 7.770942 17.610584 -0.006 0.012 -0.271 -0.13
H -27.317735 8.406091 15.631048 0.241 0.123 0.139 0.07
C -31.089596 8.127983 17.598608 0.234 0.227 0.373 -0.18
C -33.607348 10.246332 9.972777 -0.067 0.036 -0.730 -0.09
H -33.787134 12.856268 10.998536 0.070 -0.117 0.053 0.08
C -27.927102 12.544775 14.113898 -0.654 0.084 -0.313 -0.15
H -26.745730 7.504118 18.515796 0.041 -0.125 -0.016 0.10
O -30.828025 7.970117 10.176421 0.024 0.238 0.066 -0.13
H -30.466374 7.264048 17.355081 0.140 0.028 0.045 0.06
```
Positions in Å, forces in eV/Å.

Calculated values
Charge: -1
Maximum force: 0.99 eV/A
Energy above the lowest of the compared OMol25 structures with the same formula, charge and spin: 0.0 kJ/mol